{
  "formula": "C24H18N8Pt",
  "method": "wB97M-V/def2-TZVPD",
  "max_force_ev_per_a": 4.32,
  "total_charge": 2,
  "spin_multiplicity": 1,
  "gap_ev": [5.9997, 6.0961],
  "symbols": ["Pt", "N", "C", "N", "C", "N", "N", "C", "C", "C", "C", "C", "C", "N", "C", "C", "C", "C", "C", "C", "H", "H", "H", "H", "H", "H", "H", "H", "H", "H", "H", "N", "C", "C", "C", "C", "C", "C", "C", "N", "C", "C", "N", "C", "H", "H", "H", "H", "H", "H", "H"],
  "positions_angstrom": [[-0.05, -1.90, -0.73], [4.37, -2.45, -0.67], [3.12, -2.37, -1.10], [2.08, -2.31, -0.32], [2.27, -2.34, 1.07], [1.22, -2.38, 1.86], [0.04, -2.28, 1.36], [-1.12, -2.58, 1.86], [-2.29, -2.35, 1.05], [-3.58, -2.32, 1.58], [-4.67, -2.22, 0.73], [-4.46, -2.16, -0.64], [-3.15, -2.15, -1.11], [-2.10, -2.23, -0.30], [3.61, -2.28, 1.60], [3.89, -2.16, 2.96], [5.20, -2.08, 3.39], [6.25, -2.11, 2.47], [5.99, -2.25, 1.12], [4.68, -2.35, 0.68], [5.14, -2.57, -1.32], [2.96, -2.33, -2.17], [-1.21, -3.07, 2.83], [-3.73, -2.37, 2.64], [-5.68, -2.20, 1.13], [-5.28, -2.11, -1.34], [-2.94, -2.13, -2.17], [3.07, -2.11, 3.66], [5.42, -1.98, 4.44], [7.27, -1.99, 2.81], [6.80, -2.26, 0.40], [-4.80, 7.57, -2.33], [-4.12, 6.68, -2.07], [-3.28, 5.58, -1.78], [-1.96, 5.78, -1.38], [-1.13, 4.69, -1.19], [-1.62, 3.40, -1.36], [-2.96, 3.20, -1.71], [-3.79, 4.28, -1.93], [-0.77, 2.28, -1.20], [0.44, 2.26, -0.57], [0.90, 0.98, -0.62], [-0.01, 0.21, -1.29], [-1.01, 1.02, -1.62], [-1.59, 6.78, -1.24], [-0.11, 4.86, -0.92], [-3.36, 2.21, -1.80], [-4.82, 4.14, -2.21], [0.89, 3.12, -0.13], [1.83, 0.60, -0.24], [-1.86, 0.72, -2.20]]
}

=====

{
  "formula": "C2H6N",
  "method": "wB97M-V/def2-TZVPD",
  "e_above_lowest_kj_mol": 374.6,
  "max_force_ev_per_a": 6.05,
  "total_charge": 1,
  "spin_multiplicity": 1,
  "gap_ev": 11.0474,
  "symbols": ["C", "C", "N", "H", "H", "H", "H", "H", "H"],
  "positions_angstrom": [[0.59, -0.42, -0.57], [0.03, -0.37, 0.80], [-0.50, 0.50, -0.26], [1.52, 0.05, -0.88], [0.44, -1.30, -1.25], [-0.86, -1.10, 1.01], [0.63, 0.03, 1.74], [-0.35, 2.15, -0.16], [-1.50, 0.46, -0.44]]
}

=====

{
  "formula": "C6H11N",
  "method": "wB97M-V/def2-TZVPD",
  "e_above_lowest_kj_mol": 354.7,
  "max_force_ev_per_a": 4.46,
  "spin_multiplicity": 1,
  "gap_ev": 8.2831,
  "symbols": ["C", "C", "C", "C", "C", "C", "N", "H", "H", "H", "H", "H", "H", "H", "H", "H", "H", "H"],
  "positions_angstrom": [[-0.24, -0.02, -2.05], [-0.46, 1.10, -1.09], [-0.72, 0.54, 0.31], [0.53, -0.02, 0.98], [0.21, -0.71, 2.32], [1.36, -0.96, 0.10], [1.04, -1.02, -1.13], [1.16, -1.31, -2.06], [-1.13, -0.65, -2.23], [0.15, 0.30, -3.04], [0.44, 1.73, -1.08], [-1.29, 1.75, -1.39], [-1.13, 1.33, 0.95], [-1.48, -0.25, 0.25], [1.21, 0.82, 1.21], [-0.31, -0.02, 3.00], [-0.44, -1.57, 2.15], [1.12, -1.06, 2.81]]
}

=====

{
  "formula": "C12H18F2KNO13S2",
  "method": "wB97M-V/def2-TZVPD",
  "e_above_lowest_kj_mol": 93.4,
  "max_force_ev_per_a": 9.96,
  "spin_multiplicity": 1,
  "gap_ev": 9.9367,
  "symbols": ["K", "N", "S", "O", "O", "F", "S", "O", "O", "F", "C", "C", "C", "O", "C", "O", "O", "H", "H", "H", "H", "H", "H", "C", "C", "C", "O", "C", "O", "O", "H", "H", "H", "H", "H", "H", "C", "C", "C", "O", "C", "O", "O", "H", "H", "H", "H", "H", "H"],
  "positions_angstrom": [[8.18, -20.57, 6.98], [8.16, -20.40, 9.72], [7.48, -21.53, 10.41], [6.03, -21.57, 10.32], [8.27, -22.16, 11.50], [7.70, -22.48, 9.15], [7.58, -19.32, 10.86], [7.97, -19.57, 12.23], [6.30, -18.68, 10.57], [8.61, -18.15, 10.43], [1.81, -20.95, 7.47], [2.94, -19.95, 7.26], [4.03, -19.98, 8.32], [5.20, -20.42, 7.63], [4.92, -20.56, 6.32], [5.69, -21.01, 5.47], [3.63, -20.27, 6.10], [1.22, -21.10, 6.56], [1.12, -20.46, 8.16], [2.09, -21.94, 7.85], [2.46, -18.99, 7.11], [3.72, -20.81, 8.96], [4.18, -19.07, 8.90], [8.83, -26.98, 7.86], [8.08, -26.39, 6.74], [6.75, -25.75, 7.15], [6.66, -24.48, 6.50], [7.86, -24.12, 6.06], [8.19, -23.03, 5.66], [8.72, -25.20, 6.24], [9.01, -26.29, 8.68], [9.81, -27.39, 7.64], [8.31, -27.88, 8.19], [7.87, -27.11, 5.95], [6.74, -25.55, 8.22], [5.92, -26.44, 6.99], [4.84, -15.81, 9.52], [5.14, -16.12, 8.06], [5.69, -14.96, 7.22], [6.71, -15.57, 6.45], [6.90, -16.85, 6.87], [7.67, -17.72, 6.42], [6.18, -17.08, 7.99], [4.49, -16.73, 9.99], [4.07, -15.04, 9.57], [5.69, -15.36, 10.04], [4.25, -16.57, 7.61], [5.87, -14.08, 7.85], [4.93, -14.64, 6.51]]
}

=====

{
  "formula": "C3H10N2O2",
  "method": "wB97M-V/def2-TZVPD",
  "e_above_lowest_kj_mol": 489.2,
  "max_force_ev_per_a": 3.39,
  "total_charge": 1,
  "spin_multiplicity": 2,
  "gap_ev": [6.5497, 6.5438],
  "symbols": ["C", "C", "C", "N", "O", "N", "H", "H", "H", "H", "H", "H", "H", "H", "H", "H", "O"],
  "positions_angstrom": [[0.57, 1.60, 0.37], [-0.28, 1.02, -0.70], [-0.27, -0.41, -1.02], [0.22, -0.75, -2.34], [0.56, -1.15, -0.13], [0.08, 1.24, 1.71], [0.69, 2.67, 0.26], [1.57, 1.16, 0.24], [-1.19, 1.58, -0.95], [-1.27, -0.84, -0.85], [0.79, -1.58, -2.29], [0.64, -0.01, -2.89], [-0.78, 1.76, 1.85], [-0.10, 0.26, 1.79], [0.08, -1.71, 0.52], [-0.74, -2.89, 2.36], [-0.57, -1.96, 2.07]]
}

=====

{
  "formula": "C18H20ClN3O6S",
  "method": "wB97M-V/def2-TZVPD",
  "e_above_lowest_kj_mol": 3.5,
  "max_force_ev_per_a": 1.30,
  "smiles": "CCOCCCNS(=O)(=O)c1ccc(NC(=O)c2ccc([N+](=O)[O-])cc2Cl)cc1",
  "spin_multiplicity": 1,
  "gap_ev": 7.8692,
  "symbols": ["C", "C", "O", "C", "C", "C", "N", "S", "O", "O", "C", "C", "C", "C", "N", "C", "O", "C", "C", "C", "C", "N", "O", "O", "C", "C", "Cl", "C", "C", "H", "H", "H", "H", "H", "H", "H", "H", "H", "H", "H", "H", "H", "H", "H", "H", "H", "H", "H", "H"],
  "positions_angstrom": [[7.52, 1.95, -0.34], [7.26, 1.52, -1.78], [6.60, 0.27, -1.93], [7.34, -0.87, -1.55], [6.93, -1.45, -0.19], [5.48, -1.93, -0.20], [4.53, -0.85, -0.31], [4.13, -0.04, 1.09], [4.46, -0.87, 2.22], [4.65, 1.31, 1.06], [2.36, 0.04, 0.91], [1.78, 1.12, 0.27], [0.41, 1.17, 0.09], [-0.38, 0.12, 0.57], [-1.77, 0.09, 0.43], [-2.58, 1.00, -0.19], [-2.21, 2.04, -0.69], [-4.04, 0.64, -0.14], [-4.92, 1.67, 0.17], [-6.28, 1.47, 0.21], [-6.77, 0.20, -0.09], [-8.20, -0.04, -0.05], [-8.91, 0.89, 0.26], [-8.59, -1.15, -0.34], [-5.92, -0.84, -0.43], [-4.56, -0.62, -0.46], [-3.53, -1.93, -0.94], [0.22, -0.96, 1.22], [1.59, -1.00, 1.39], [6.60, 1.90, 0.24], [8.27, 1.31, 0.13], [7.88, 2.97, -0.33], [6.58, 2.23, -2.26], [8.20, 1.50, -2.34], [7.16, -1.62, -2.32], [8.42, -0.64, -1.54], [7.03, -0.70, 0.60], [7.59, -2.29, 0.04], [5.25, -2.44, 0.74], [5.31, -2.62, -1.03], [4.82, -0.19, -1.03], [2.41, 1.92, -0.08], [-0.05, 2.00, -0.41], [-2.21, -0.73, 0.81], [-4.51, 2.65, 0.38], [-6.97, 2.26, 0.46], [-6.34, -1.80, -0.68], [-0.40, -1.77, 1.59], [2.07, -1.81, 1.90]]
}

=====

{
  "formula": "C13H31IO9",
  "method": "wB97M-V/def2-TZVPD",
  "max_force_ev_per_a": 1.68,
  "smiles": "O=C1C=C(CCCI)C(=O)O1.CO.CO.CO.CO.CO.CO",
  "spin_multiplicity": 1,
  "gap_ev": 8.3069,
  "symbols": ["O", "C", "C", "C", "C", "C", "C", "I", "C", "O", "O", "H", "H", "H", "H", "H", "H", "H", "C", "O", "H", "H", "H", "H", "C", "O", "H", "H", "H", "H", "C", "O", "H", "H", "H", "H", "C", "O", "H", "H", "H", "H", "C", "O", "H", "H", "H", "H", "C", "O", "H", "H", "H", "H"],
  "positions_angstrom": [[-2.95, 2.46, 2.43], [-2.36, 1.60, 1.84], [-1.87, 0.30, 2.28], [-1.35, -0.35, 1.25], [-0.71, -1.67, 1.22], [0.80, -1.62, 1.46], [1.58, -1.01, 0.33], [1.62, 1.13, 0.37], [-1.59, 0.51, 0.05], [-1.51, 0.17, -1.10], [-2.02, 1.74, 0.47], [-1.93, 0.01, 3.31], [-0.88, -2.14, 0.26], [-1.16, -2.29, 1.98], [1.13, -2.65, 1.53], [1.06, -1.16, 2.41], [2.60, -1.32, 0.43], [1.21, -1.31, -0.63], [0.36, -3.62, -2.62], [0.46, -2.20, -2.49], [1.29, -4.06, -2.25], [-0.47, -4.00, -2.02], [0.22, -3.89, -3.66], [-0.36, -1.82, -2.81], [3.37, 0.14, 4.90], [2.16, -0.10, 4.20], [3.74, -0.81, 5.28], [4.13, 0.57, 4.24], [3.21, 0.81, 5.74], [1.84, 0.75, 3.86], [0.97, 2.33, -3.78], [0.60, 1.05, -3.28], [1.74, 2.18, -4.54], [0.12, 2.84, -4.23], [1.38, 2.96, -2.98], [-0.07, 1.18, -2.61], [0.43, 3.55, 3.37], [1.04, 2.45, 4.06], [0.86, 3.59, 2.37], [-0.64, 3.39, 3.29], [0.63, 4.49, 3.89], [0.66, 2.41, 4.94], [2.18, -2.06, -5.99], [3.18, -2.35, -5.02], [2.64, -2.10, -6.98], [1.38, -2.79, -5.94], [1.78, -1.05, -5.83], [2.75, -2.30, -4.16], [-5.87, 0.83, 0.31], [-5.28, 1.93, -0.37], [-6.89, 0.72, -0.05], [-5.32, -0.09, 0.10], [-5.89, 1.01, 1.39], [-4.38, 2.01, -0.03]]
}

=====

{
  "formula": "C2H7OS2",
  "method": "wB97M-V/def2-TZVPD",
  "e_above_lowest_kj_mol": 163.9,
  "max_force_ev_per_a": 0.97,
  "total_charge": -1,
  "spin_multiplicity": 1,
  "gap_ev": 6.0731,
  "symbols": ["C", "O", "H", "H", "H", "C", "S", "S", "H", "H", "H", "H"],
  "positions_angstrom": [[-0.72, -1.25, -1.02], [-0.77, -2.33, -1.54], [-1.50, -0.50, -1.20], [-2.40, -3.29, 0.96], [0.06, -0.87, -0.36], [1.83, 1.74, 0.57], [0.93, 1.61, -1.00], [-0.78, 2.67, -0.58], [1.14, 1.68, 1.41], [2.45, 0.84, 0.65], [2.51, 2.59, 0.62], [-2.75, -2.87, 1.49]]
}

=====

{
  "formula": "C4H9NO2",
  "method": "wB97M-V/def2-TZVPD",
  "e_above_lowest_kj_mol": 529.4,
  "max_force_ev_per_a": 0.33,
  "spin_multiplicity": 1,
  "gap_ev": 9.4820,
  "symbols": ["C", "N", "C", "O", "C", "C", "O", "H", "H", "H", "H", "H", "H", "H", "H", "H"],
  "positions_angstrom": [[0.02, 1.92, 0.42], [-0.48, 1.01, 1.46], [-1.06, -0.18, 1.39], [-1.23, -0.97, 0.32], [-0.55, -0.82, -0.94], [0.82, -1.47, -0.87], [1.72, -0.78, -0.02], [0.32, 2.86, 0.90], [0.89, 1.47, -0.06], [-0.73, 2.16, -0.35], [-1.47, 0.74, 2.17], [-1.17, -1.35, -1.66], [-0.47, 0.23, -1.24], [0.71, -2.52, -0.56], [1.27, -1.45, -1.86], [1.41, -0.88, 0.89]]
}

=====

{
  "formula": "C6H10O",
  "method": "wB97M-V/def2-TZVPD",
  "e_above_lowest_kj_mol": 130.0,
  "max_force_ev_per_a": 0.36,
  "smiles": "C[C@H]1O[C@H]2CC[C@H]21",
  "spin_multiplicity": 1,
  "gap_ev": 10.4794,
  "symbols": ["C", "C", "O", "C", "C", "C", "C", "H", "H", "H", "H", "H", "H", "H", "H", "H", "H"],
  "positions_angstrom": [[0.58, -1.83, 0.80], [-0.51, -0.78, 0.84], [-0.06, 0.42, 1.53], [-0.52, 1.25, 0.46], [0.59, 1.61, -0.54], [0.16, 0.40, -1.42], [-0.94, 0.04, -0.40], [1.39, -1.57, 0.13], [0.99, -1.92, 1.81], [0.17, -2.81, 0.52], [-1.39, -1.19, 1.36], [-1.20, 2.04, 0.81], [1.59, 1.55, -0.10], [0.47, 2.58, -1.03], [-0.25, 0.70, -2.39], [0.92, -0.37, -1.60], [-1.95, -0.13, -0.77]]
}

=====

{
  "formula": "C2H2NO2P",
  "method": "wB97M-V/def2-TZVPD",
  "e_above_lowest_kj_mol": 198.4,
  "max_force_ev_per_a": 2.55,
  "spin_multiplicity": 1,
  "gap_ev": 8.6829,
  "symbols": ["C", "C", "N", "O", "O", "P", "H", "H"],
  "positions_angstrom": [[-0.96, 0.97, -0.04], [-2.14, 0.47, -0.04], [0.17, 0.15, -0.04], [-3.24, 0.19, 0.07], [-1.12, -2.35, -0.11], [-0.05, -1.39, 0.01], [-0.94, 2.03, 0.13], [1.21, -1.74, 0.11]]
}

=====

{
  "formula": "C5H9NO",
  "method": "wB97M-V/def2-TZVPD",
  "e_above_lowest_kj_mol": 106.3,
  "max_force_ev_per_a": 0.44,
  "smiles": "CC1(C)COC=N1",
  "spin_multiplicity": 1,
  "gap_ev": 10.6900,
  "symbols": ["C", "C", "C", "C", "O", "C", "N", "H", "H", "H", "H", "H", "H", "H", "H", "H"],
  "positions_angstrom": [[0.74, 1.18, 0.62], [0.19, -0.02, -0.15], [1.32, -0.90, -0.70], [-0.81, -0.82, 0.67], [-2.01, -0.03, 0.57], [-1.86, 0.59, -0.63], [-0.72, 0.58, -1.19], [1.17, 1.89, -0.09], [1.50, 0.90, 1.36], [-0.08, 1.69, 1.14], [2.22, -0.83, -0.08], [1.04, -1.96, -0.74], [1.58, -0.58, -1.71], [-1.01, -1.79, 0.20], [-0.51, -0.96, 1.71], [-2.76, 1.07, -0.99]]
}